Record 1
{
  "formula": "C3H5N4",
  "method": "wB97M-V/def2-TZVPD",
  "symbols": ["C", "C", "C", "N", "N", "N", "N", "H", "H", "H", "H", "H"],
  "coordinates": [[-2.523, 0.182, 0.660], [-3.460, -0.510, 0.125], [1.491, -1.062, 0.647], [-0.110, -0.267, -1.103], [-1.386, 0.658, 0.571], [-4.491, -0.950, -0.284], [0.709, -0.753, -0.482], [1.536, -0.149, 1.243], [2.462, -1.295, 0.241], [0.973, -1.875, 1.135], [-0.966, 1.389, 1.170], [-5.446, -0.861, 0.230]],
  "forces_ev_per_a": [[1.45, 1.41, 0.88], [-0.51, 0.04, 0.26], [0.41, 0.35, 0.22], [3.30, -2.06, 2.69], [1.17, 0.38, -0.31], [-3.49, -1.13, 0.10], [-4.00, 2.32, -3.82], [-0.07, -0.13, 0.16], [0.44, -0.45, 0.32], [0.20, -0.30, 0.30], [-1.14, -0.50, 0.15], [2.23, 0.06, -0.95]],
  "e_homo_ev": -12.1,
  "e_above_lowest_kj_mol": 457.27,
  "charge": 1,
  "orbital_gap_ev": 6.94,
  "e_tot_ha": -335.8986
}



Record 2
{
  "formula": "C71H160N8O11",
  "method": "wB97M-V/def2-TZVPD",
  "symbols": ["C", "C", "C", "C", "C", "C", "C", "C", "C", "N", "O", "H", "H", "H", "H", "H", "H", "H", "H", "H", "H", "H", "H", "H", "H", "H", "H", "H", "H", "H", "C", "C", "C", "C", "C", "C", "C", "C", "C", "N", "O", "H", "H", "H", "H", "H", "H", "H", "H", "H", "H", "H", "H", "H", "H", "H", "H", "H", "H", "H", "C", "C", "C", "C", "C", "C", "C", "C", "C", "N", "O", "H", "H", "H", "H", "H", "H", "H", "H", "H", "H", "H", "H", "H", "H", "H", "H", "H", "H", "H", "C", "C", "C", "C", "C", "C", "C", "C", "C", "N", "O", "H", "H", "H", "H", "H", "H", "H", "H", "H", "H", "H", "H", "H", "H", "H", "H", "H", "H", "H", "C", "C", "C", "C", "C", "C", "C", "C", "C", "N", "O", "H", "H", "H", "H", "H", "H", "H", "H", "H", "H", "H", "H", "H", "H", "H", "H", "H", "H", "H", "C", "C", "C", "C", "C", "C", "C", "C", "C", "N", "O", "H", "H", "H", "H", "H", "H", "H", "H", "H", "H", "H", "H", "H", "H", "H", "H", "H", "H", "H", "C", "O", "C", "C", "C", "N", "H", "H", "H", "H", "H", "H", "H", "H", "H", "H", "H", "C", "O", "C", "C", "C", "N", "H", "H", "H", "H", "H", "H", "H", "H", "H", "H", "H", "C", "C", "C", "O", "H", "H", "H", "H", "H", "H", "H", "H", "C", "C", "C", "O", "H", "H", "H", "H", "H", "H", "H", "H", "C", "C", "C", "O", "H", "H", "H", "H", "H", "H", "H", "H"],
  "coordinates": [[-3.310, -1.259, 25.092], [-3.592, 0.222, 24.874], [-2.257, 0.992, 24.479], [-4.637, 0.377, 23.800], [-5.139, 1.794, 23.695], [-5.745, 2.177, 25.073], [-4.769, 2.042, 26.212], [-3.687, 3.110, 26.158], [-5.610, 2.113, 27.463], [-4.227, 0.649, 26.173], [-3.340, 0.399, 27.206], [-2.980, -1.745, 24.148], [-2.541, -1.426, 25.813], [-4.186, -1.829, 25.424], [-2.448, 1.932, 23.939], [-1.665, 1.229, 25.354], [-1.656, 0.335, 23.843], [-4.240, 0.089, 22.816], [-5.521, -0.285, 23.913], [-4.365, 2.530, 23.440], [-5.923, 1.927, 22.911], [-6.635, 1.553, 25.209], [-6.074, 3.185, 24.941], [-3.830, 3.854, 26.957], [-3.599, 3.591, 25.185], [-2.726, 2.683, 26.419], [-6.225, 3.029, 27.483], [-5.109, 2.036, 28.441], [-6.285, 1.245, 27.456], [-2.576, 0.957, 27.010], [5.834, 8.409, 27.572], [6.124, 9.871, 28.130], [7.603, 10.067, 28.106], [5.416, 10.946, 27.305], [3.948, 10.963, 27.562], [3.659, 11.151, 29.033], [4.327, 10.120, 29.915], [4.273, 10.615, 31.320], [3.581, 8.727, 29.850], [5.725, 10.085, 29.513], [6.501, 9.276, 30.377], [5.916, 7.612, 28.305], [4.841, 8.361, 27.133], [6.483, 8.150, 26.701], [7.851, 10.105, 27.022], [7.946, 11.011, 28.552], [8.172, 9.188, 28.461], [5.850, 11.906, 27.534], [5.574, 10.732, 26.236], [3.443, 11.779, 27.076], [3.449, 10.080, 27.201], [2.611, 11.121, 29.321], [4.095, 12.126, 29.330], [4.887, 11.475, 31.411], [4.519, 9.823, 32.016], [3.282, 11.015, 31.599], [2.536, 8.948, 30.074], [3.933, 7.950, 30.528], [3.615, 8.326, 28.855], [6.258, 8.371, 30.120], [4.028, -0.951, 26.239], [3.100, -2.057, 26.772], [3.162, -3.272, 25.780], [3.541, -2.585, 28.106], [3.358, -1.639, 29.301], [1.870, -1.302, 29.234], [1.353, -0.674, 27.948], [-0.191, -0.652, 28.099], [1.773, 0.808, 27.668], [1.661, -1.705, 26.878], [1.208, -1.117, 25.651], [4.936, -1.318, 25.792], [3.466, -0.325, 25.558], [4.376, -0.254, 27.050], [3.235, -2.912, 24.744], [4.026, -3.894, 25.920], [2.281, -3.899, 25.929], [2.976, -3.497, 28.311], [4.571, -2.937, 28.016], [3.497, -2.209, 30.215], [4.047, -0.824, 29.319], [1.546, -0.776, 30.172], [1.467, -2.310, 29.297], [-0.482, -1.667, 28.420], [-0.685, -0.380, 27.160], [-0.467, 0.060, 28.877], [1.024, 1.468, 28.089], [1.835, 1.043, 26.626], [2.751, 1.049, 28.066], [0.726, -1.851, 25.242], [-0.037, 10.503, 24.909], [-0.565, 9.505, 25.975], [0.366, 9.366, 27.176], [-1.864, 10.035, 26.580], [-3.065, 10.035, 25.644], [-3.226, 8.569, 25.229], [-1.991, 7.965, 24.572], [-2.299, 6.431, 24.486], [-1.736, 8.518, 23.185], [-0.846, 8.115, 25.502], [0.323, 7.600, 24.929], [0.724, 10.041, 24.320], [-0.891, 10.787, 24.277], [0.411, 11.410, 25.374], [0.620, 10.317, 27.630], [-0.102, 8.751, 27.979], [1.297, 8.909, 26.839], [-2.232, 9.408, 27.429], [-1.667, 11.044, 26.961], [-3.872, 10.318, 26.305], [-3.098, 10.763, 24.802], [-4.023, 8.498, 24.487], [-3.420, 8.008, 26.135], [-2.816, 6.087, 25.379], [-1.389, 5.825, 24.396], [-2.925, 6.145, 23.644], [-2.107, 9.513, 23.082], [-2.391, 7.998, 22.467], [-0.705, 8.494, 22.834], [0.722, 6.976, 25.555], [5.053, 2.882, 24.050], [4.409, 3.705, 22.882], [5.300, 4.913, 22.665], [4.334, 2.975, 21.561], [3.315, 1.854, 21.489], [1.955, 2.492, 21.805], [1.962, 3.209, 23.142], [0.659, 4.002, 23.197], [1.949, 2.175, 24.347], [3.048, 4.189, 23.109], [3.023, 4.858, 24.348], [6.126, 3.089, 24.051], [4.673, 3.169, 25.030], [4.954, 1.810, 23.849], [5.561, 5.368, 23.608], [6.241, 4.679, 22.160], [4.779, 5.703, 22.120], [3.923, 3.678, 20.812], [5.329, 2.679, 21.229], [3.374, 1.538, 20.449], [3.624, 0.997, 22.089], [1.204, 1.703, 21.749], [1.766, 3.173, 21.010], [0.355, 4.293, 24.190], [-0.112, 3.308, 22.831], [0.630, 4.924, 22.569], [0.929, 1.780, 24.456], [2.273, 2.712, 25.234], [2.528, 1.282, 24.048], [2.695, 5.720, 24.106], [-2.524, 3.348, 35.755], [-1.389, 2.504, 35.016], [-1.721, 1.059, 35.249], [-1.203, 2.790, 33.552], [-0.548, 4.177, 33.283], [0.771, 4.172, 33.989], [0.658, 3.972, 35.490], [2.097, 3.902, 35.948], [0.010, 5.255, 36.124], [-0.032, 2.694, 35.616], [-0.119, 2.448, 36.994], [-3.400, 2.692, 35.832], [-2.154, 3.722, 36.722], [-2.798, 4.242, 35.157], [-1.008, 0.389, 34.793], [-1.831, 0.831, 36.314], [-2.675, 0.811, 34.732], [-0.452, 2.124, 33.076], [-2.143, 2.717, 32.973], [-0.359, 4.126, 32.197], [-1.298, 4.912, 33.522], [1.417, 5.042, 33.862], [1.275, 3.290, 33.570], [2.640, 3.064, 35.466], [2.074, 3.850, 37.010], [2.558, 4.806, 35.570], [0.728, 6.063, 36.078], [-0.269, 5.142, 37.182], [-0.871, 5.644, 35.572], [0.615, 1.841, 37.168], [1.549, 2.813, 30.615], [0.779, 3.702, 29.832], [1.585, 4.446, 28.932], [0.688, 5.254, 28.018], [-0.098, 4.246, 27.200], [1.500, 5.994, 27.093], [1.944, 1.975, 30.051], [0.974, 2.378, 31.420], [2.362, 3.386, 31.070], [2.322, 5.104, 29.429], [2.236, 3.754, 28.327], [0.043, 5.919, 28.617], [-0.888, 4.680, 26.571], [-0.620, 3.551, 27.846], [0.571, 3.795, 26.476], [2.218, 5.422, 26.645], [2.016, 6.743, 27.523], [-2.370, 2.771, 29.732], [-2.816, 4.018, 29.252], [-2.875, 4.936, 30.291], [-3.601, 6.235, 29.832], [-2.793, 7.012, 28.804], [-3.777, 7.039, 31.085], [-3.207, 2.363, 30.326], [-1.463, 2.928, 30.314], [-2.159, 2.160, 28.870], [-3.433, 4.420, 31.097], [-1.905, 5.147, 30.793], [-4.572, 6.001, 29.355], [-3.402, 7.894, 28.531], [-2.581, 6.406, 27.924], [-1.880, 7.311, 29.314], [-4.053, 7.985, 30.792], [-4.502, 6.595, 31.647], [2.755, -1.314, 34.224], [2.525, 0.182, 34.310], [3.262, 0.870, 33.157], [1.118, 0.398, 34.226], [2.511, -1.679, 33.198], [2.077, -1.794, 34.954], [3.756, -1.683, 34.448], [2.836, 0.472, 35.340], [4.312, 0.568, 33.174], [3.138, 1.947, 33.156], [2.811, 0.430, 32.251], [0.887, 1.079, 34.866], [0.332, 7.057, 31.302], [-0.108, 7.969, 32.410], [0.797, 9.166, 32.633], [-1.409, 8.553, 32.110], [1.257, 6.569, 31.560], [0.517, 7.544, 30.314], [-0.359, 6.258, 31.042], [-0.195, 7.397, 33.339], [0.475, 9.739, 33.496], [0.907, 9.798, 31.753], [1.858, 8.958, 32.811], [-2.060, 7.834, 31.959], [5.504, 2.458, 30.174], [5.679, 3.647, 29.218], [5.246, 3.251, 27.847], [4.930, 4.765, 29.661], [6.180, 1.594, 30.039], [4.511, 2.085, 29.986], [5.612, 2.767, 31.222], [6.756, 3.821, 29.113], [5.216, 4.063, 27.118], [4.259, 2.762, 27.840], [5.982, 2.499, 27.489], [5.203, 5.076, 30.529]],
  "forces_ev_per_a": [[0.06, -0.85, -1.24], [0.17, -0.10, 0.87], [-1.00, -0.53, -0.16], [-0.56, 0.01, -1.63], [-0.93, 0.73, 0.46], [0.03, -0.64, -2.01], [0.16, -0.66, 0.50], [0.11, 0.52, 0.78], [-0.84, -0.15, 1.25], [-0.54, 0.18, -1.76], [0.18, 0.30, 0.53], [-0.10, 0.40, 0.33], [0.58, -0.02, 0.53], [-0.02, 0.46, -0.01], [0.05, -0.41, 0.24], [0.30, -0.02, 0.14], [-0.07, 0.10, 0.05], [0.34, -0.13, 0.23], [0.56, 0.18, 0.49], [0.06, -0.32, -0.02], [0.51, -0.32, 0.51], [0.16, 0.02, 0.28], [-0.32, 0.91, 0.52], [-0.16, 0.00, -0.47], [0.04, 0.04, 0.07], [0.33, 0.07, -0.11], [0.26, -0.24, -0.08], [0.38, 0.22, -0.54], [0.00, 0.29, -0.10], [0.41, 0.03, 0.31], [0.05, 0.83, -1.04], [-0.46, -1.09, 0.27], [1.55, -0.15, -1.77], [0.27, -0.87, -0.86], [-1.17, 0.28, 0.63], [0.49, 0.22, 0.43], [-0.07, -1.49, -0.28], [-1.22, 0.08, 0.92], [-0.08, 1.18, -0.18], [0.29, 0.42, 0.46], [-0.52, -0.33, -0.19], [0.11, -0.06, 0.17], [-0.29, -0.06, 0.20], [-0.07, 0.34, 0.84], [0.14, 0.17, 0.45], [-0.21, -0.44, 0.13], [-0.34, 0.63, 0.25], [0.25, 0.41, 0.12], [0.23, 0.14, 0.25], [-0.01, 0.47, -0.66], [-0.08, -0.60, -0.23], [-0.27, 0.28, -0.40], [-0.37, -0.26, -0.03], [1.08, 0.55, 0.30], [0.30, 0.12, 0.32], [0.01, -0.53, -0.29], [-0.03, -0.25, 0.15], [0.19, 0.23, 0.21], [-0.06, -0.24, -0.51], [0.19, -0.11, 0.29], [-0.30, 1.16, 1.52], [0.23, -0.79, -1.41], [-0.41, 1.03, -0.22], [0.90, -0.42, 0.95], [-0.93, -0.87, -0.79], [0.56, 0.45, 1.50], [-0.97, 0.05, -0.33], [0.52, -0.75, -0.08], [0.28, -1.07, 0.35], [0.16, 1.46, 0.81], [0.12, -0.54, -0.27], [0.15, -0.41, -0.37], [0.09, 0.01, -0.46], [-0.40, -0.62, -0.49], [-0.37, -0.13, 0.19], [0.60, -0.16, 0.37], [-0.05, 0.04, -0.15], [-0.19, -0.02, 0.06], [0.13, 0.20, -0.08], [0.26, -0.05, 0.20], [0.40, 0.80, -0.17], [0.05, -0.07, -0.98], [-0.77, 0.05, 0.02], [-0.28, 0.48, -0.28], [0.09, -0.10, 0.16], [-0.06, -0.01, 0.03], [0.00, 0.19, 0.24], [-0.19, -0.18, -0.71], [0.25, 0.04, 0.33], [0.05, 0.28, 0.06], [-0.65, 0.16, 0.86], [-0.57, -0.11, 0.84], [0.41, -0.62, 0.13], [-0.53, 0.52, -0.05], [0.14, -0.15, -0.02], [0.05, 1.19, -0.70], [0.44, -1.54, 0.31], [0.65, -0.04, 0.09], [-0.75, -0.33, -1.00], [-0.37, 0.69, 0.71], [0.43, 0.15, -1.27], [0.49, -0.35, -0.53], [0.55, 0.15, 0.06], [-0.47, -0.58, -0.16], [-0.04, 0.40, -0.08], [0.31, 0.20, -0.69], [0.10, -0.11, 0.22], [0.85, 0.38, -0.42], [0.00, -0.10, 0.09], [-0.70, 0.07, -0.13], [0.45, -0.53, 0.46], [-0.33, -0.38, 0.24], [-0.38, -0.27, 0.01], [0.04, 0.07, 0.22], [-0.04, 0.30, -0.02], [-0.15, 0.34, -0.19], [0.04, 1.06, 0.17], [0.47, -0.21, 0.10], [-0.05, -0.25, 0.20], [-0.36, -0.23, 0.72], [0.00, -0.14, -0.96], [0.59, -0.03, 0.34], [0.00, 0.95, 0.07], [-0.22, 0.00, -0.70], [0.59, 0.32, -0.20], [1.09, -1.86, 0.20], [-0.92, -0.38, 0.33], [-0.81, 0.11, -0.53], [-0.05, 0.30, -1.86], [0.10, -0.51, 0.13], [0.18, 0.23, 0.77], [-0.05, -0.03, 0.01], [-0.16, -0.15, -0.18], [-0.21, 0.05, 0.41], [0.15, 0.10, 0.48], [-0.18, -0.20, -0.03], [-0.01, -0.18, -0.31], [0.64, 0.19, 0.27], [0.04, -0.11, 0.08], [-0.41, -0.37, -0.08], [-0.37, -0.01, 0.25], [-0.32, 0.19, 0.32], [-0.37, 0.83, -0.63], [0.12, 0.10, 0.48], [-0.07, 0.35, 0.08], [0.30, -0.73, 0.25], [0.11, 0.37, 0.19], [0.14, -0.43, 0.16], [0.23, 0.53, 0.67], [-0.20, 0.58, 0.03], [0.86, 0.32, -1.19], [-0.06, 0.58, 1.32], [-1.16, -1.01, -0.45], [0.47, 0.78, -1.33], [-0.81, -1.49, -1.00], [0.03, 0.24, -0.08], [-0.56, 1.10, -1.48], [-0.18, -0.72, -0.58], [-0.62, -0.41, -0.07], [0.30, 0.15, 0.27], [0.04, -0.57, 1.23], [0.18, 0.42, 0.30], [-0.39, -0.49, -0.26], [0.05, -0.46, 0.28], [0.36, -0.13, 0.05], [-0.01, 0.04, -0.22], [0.34, 0.28, 0.44], [-0.76, -0.41, 0.61], [0.28, -0.10, 0.44], [-0.20, 0.71, 0.27], [0.18, 0.88, 0.07], [-0.21, 0.18, -0.54], [0.34, 0.24, 0.19], [-0.35, 0.17, 0.50], [0.71, -0.05, 0.95], [0.32, 0.25, 0.42], [0.37, 0.13, 0.00], [0.12, -0.19, -0.37], [0.37, -0.53, 0.29], [-0.32, 0.08, 0.09], [0.36, 0.56, 0.23], [0.13, -0.12, 0.10], [0.72, -0.32, 0.18], [-0.09, -1.09, -0.07], [-1.26, 0.59, -0.45], [0.66, 1.02, -1.03], [0.24, -0.04, -0.37], [-0.56, 0.09, 0.15], [0.27, -0.20, 0.09], [-0.37, -0.16, 0.32], [-0.64, 0.34, 0.22], [0.23, -0.17, -0.38], [0.15, 0.40, 0.25], [0.27, -0.41, -0.01], [0.27, -0.59, 0.15], [-0.34, -0.27, 0.09], [0.04, 0.36, 0.43], [-0.63, 0.42, 0.17], [0.59, 0.40, -0.84], [-1.05, 0.34, 0.65], [0.32, -0.74, 0.73], [-0.57, 0.10, 0.76], [0.10, -0.05, -1.14], [0.55, -0.38, 0.03], [0.09, -0.32, 0.20], [0.00, -0.41, -0.15], [-0.35, 0.51, 0.12], [-0.18, 0.10, -0.77], [0.26, -0.29, 0.39], [0.52, -0.22, -0.09], [0.04, 0.07, 0.00], [0.28, 0.33, -0.32], [-0.15, -0.49, 0.54], [0.07, 0.47, -0.11], [-0.78, -0.98, -0.25], [0.28, -0.32, 0.46], [-0.42, -0.76, 0.30], [0.57, -0.39, -0.40], [-0.04, 0.19, 0.70], [0.23, 0.05, -0.47], [0.20, 0.45, 0.03], [0.24, 0.31, -0.70], [0.04, 0.30, -0.03], [0.11, 0.18, -0.04], [0.18, 0.40, 0.10], [-0.31, 0.67, 0.02], [0.40, -0.12, -1.39], [-1.09, 0.89, -0.38], [1.05, 0.04, 0.02], [0.41, -0.69, 0.17], [0.54, -0.27, 0.21], [-0.13, 0.27, 0.79], [-0.25, 0.01, 0.44], [0.09, -0.08, 0.07], [-0.28, 0.24, -0.09], [-0.77, 0.17, -0.16], [-0.13, -0.75, 0.27], [0.26, 0.31, -0.02], [0.21, -0.02, 0.18], [0.82, -0.90, 0.56], [-0.22, -0.86, -0.96], [-0.15, 0.32, -0.35], [-0.01, 0.60, -0.30], [-0.60, -0.24, 0.38], [-0.15, -0.01, -0.18], [0.05, 0.74, 0.39], [0.13, 0.13, 0.20], [0.19, 0.19, 0.05], [-0.49, 0.38, 0.02], [0.22, -0.29, 0.02]],
  "smiles": "CC1(C)CCCC(C)(C)N1O.CC1(C)CCCC(C)(C)N1O.CC1(C)CCCC(C)(C)N1O.CC1(C)CCCC(C)(C)N1O.CC1(C)CCCC(C)(C)N1O.CC1(C)CCCC(C)(C)N1O.COC[C@H](C)N.COC[C@H](C)N.CC(C)O.CC(C)O.CC(C)O",
  "e_homo_ev": -8.3,
  "charge": 0,
  "orbital_gap_ev": 8.48,
  "e_tot_ha": -4066.6024
}